Entry 1:
{"formula": "C19H33AsN5O4PtS2Si2", "method": "ωB97M-V with the def2-TZVPD basis set", "charge": 1, "total_energy_ev": -137379.566, "s2": 6.08, "spin_multiplicity": 5, "relative_energy_kcal_mol": 24.6, "lumo_energy_ev": [-2.275, -4.944], "symbols": ["H", "H", "H", "S", "C", "H", "O", "H", "H", "C", "N", "H", "H", "O", "N", "H", "H", "H", "N", "C", "C", "H", "C", "O", "O", "H", "H", "C", "C", "As", "H", "H", "H", "H", "C", "H", "H", "H", "C", "N", "H", "C", "H", "C", "H", "H", "H", "H", "C", "H", "C", "S", "C", "Si", "C", "C", "N", "H", "H", "C", "C", "Pt", "H", "C", "H", "Si", "H"], "coordinates": [[-2.19587, -4.53746, 1.93096], [-1.45840, 2.83129, -5.08795], [1.45224, -4.36511, 1.26295], [1.36233, 0.36448, -0.38735], [0.12248, 5.24979, 0.42025], [1.33899, -5.44040, -0.13652], [0.85973, 3.25105, -0.43190], [0.74256, 5.68463, -0.35085], [3.50833, -2.00140, -0.93789], [0.77312, -4.98953, 0.67934], [0.93323, -0.02783, -2.04907], [1.58337, 3.57268, 2.85552], [1.65658, 2.08993, 3.81974], [-2.06087, -0.60141, 2.26480], [-1.30308, 0.37403, 1.66434], [3.11098, -2.35633, -4.53622], [-2.78888, -3.13748, 1.02515], [2.47550, 2.17574, 2.26113], [-2.11543, 6.90356, 2.85861], [-1.67798, -4.77366, -1.33281], [0.33537, 2.01022, 2.12227], [1.05245, -5.24599, -2.42630], [-0.55584, 6.13644, 1.24256], [2.80056, 0.47574, -0.36202], [1.08846, -1.22915, 0.09852], [-0.38794, -0.93840, 3.68698], [-2.15281, 2.50005, 2.44279], [-1.13836, 2.22720, -4.25549], [0.07157, 0.81317, -2.68335], [-0.05263, -1.72734, -1.21726], [-2.80397, 6.72821, 3.56633], [-2.88733, 2.11128, -2.98459], [2.83639, -3.51426, -0.33375], [-1.07390, -4.98581, -2.21216], [2.33084, -1.81930, -3.98907], [0.28645, 0.49677, 4.46673], [-0.30824, 7.18408, 1.10253], [4.03685, -3.54352, -1.63725], [1.57944, 2.48524, 2.80779], [-1.17588, 1.05893, -2.28958], [-1.47999, -2.94288, 2.19196], [-1.55574, 5.87457, 2.16676], [-1.71435, 7.82241, 2.81865], [3.18041, -3.00013, -1.23075], [-2.87386, -0.61940, 1.74385], [1.98790, -4.87294, -3.87203], [2.72434, -0.85065, -3.69020], [-3.05625, 4.54502, 2.94534], [0.20470, 3.83039, 0.42691], [0.30688, -4.35997, -3.77303], [0.24525, -0.07226, 3.53890], [0.45235, 1.58207, -4.17993], [-2.11561, 4.56708, 2.40685], [1.82507, -2.84209, -2.50466], [-1.60756, 3.36898, 2.09633], [-0.26832, 0.77392, 2.40491], [-0.41980, 3.01970, 1.43497], [1.48995, -1.65678, -4.66700], [-2.47185, -4.08415, -1.62905], [-1.89518, -3.60789, 1.43903], [1.22213, -4.48863, -3.19210], [-1.36333, 0.57595, -0.32618], [0.41512, -5.79201, 1.32982], [-1.85874, 1.85076, -3.17742], [1.25534, -0.40944, 3.29820], [-0.68949, -3.99478, 0.06322], [-2.13979, -5.70696, -1.00121]], "forces_ev_per_angstrom": [[0.048, -0.044, -0.082], [-0.018, 0.016, 0.047], [-0.023, -0.041, 0.027], [0.868, -0.808, -0.209], [-0.271, 0.577, 0.234], [-0.006, 0.023, 0.034], [0.021, -0.297, 0.278], [0.035, -0.070, -0.023], [0.044, -0.029, 0.025], [0.069, 0.291, -0.177], [0.399, 0.296, 0.923], [-0.016, 0.004, -0.004], [-0.005, -0.032, -0.013], [-0.182, -0.159, 0.308], [0.292, -0.018, 0.012], [-0.061, -0.075, 0.021], [-0.004, -0.026, 0.002], [0.022, -0.030, 0.014], [-0.071, -0.011, 0.027], [0.265, 0.200, 0.023], [-0.558, 0.406, -0.012], [0.002, 0.007, -0.062], [0.103, -0.131, -0.071], [-0.025, 0.354, 0.152], [0.413, 1.274, -0.129], [0.040, -0.053, 0.042], [-0.048, 0.077, -0.057], [0.197, -0.061, -0.090], [-0.213, 0.346, -0.623], [-0.334, -1.617, -0.421], [0.017, 0.021, 0.041], [0.020, 0.001, 0.060], [0.047, 0.018, -0.039], [-0.091, -0.053, 0.051], [-0.103, 0.091, 0.220], [0.000, -0.030, 0.019], [-0.014, -0.002, -0.022], [-0.063, -0.014, -0.098], [0.148, -0.175, -0.388], [0.657, -0.121, -0.032], [0.019, -0.021, 0.061], [0.045, 0.010, -0.066], [-0.021, 0.030, -0.013], [-0.171, 0.189, -0.010], [0.038, -0.112, -0.097], [0.009, 0.031, 0.021], [0.041, -0.008, -0.004], [0.006, -0.038, -0.005], [0.359, -0.328, -0.394], [0.031, -0.020, -0.015], [-0.129, 0.075, -0.076], [-0.192, -0.182, 0.249], [0.080, 0.020, -0.002], [-0.114, -0.382, -0.308], [-0.266, -0.073, 0.087], [0.361, 0.294, 0.221], [0.039, -0.365, 0.297], [0.018, -0.022, -0.015], [-0.042, -0.050, 0.029], [0.208, 0.216, -0.060], [0.126, 0.112, 0.181], [-1.235, 0.625, -0.036], [-0.105, 0.034, -0.025], [-0.157, 0.071, 0.078], [-0.002, 0.011, 0.008], [-0.555, -0.245, -0.178], [0.006, 0.022, 0.065]]}

---

Entry 2:
{"formula": "C19H33Cl2LuN2O4", "method": "ωB97M-V with the def2-TZVPD basis set", "total_energy_ev": -90077.643, "spin_multiplicity": 1, "lumo_energy_ev": 0.168, "symbols": ["H", "H", "C", "C", "H", "H", "C", "O", "C", "C", "H", "Lu", "H", "C", "C", "H", "O", "C", "H", "C", "N", "H", "H", "H", "H", "H", "H", "H", "H", "H", "H", "H", "H", "Cl", "H", "C", "C", "C", "C", "H", "H", "Cl", "N", "H", "H", "H", "C", "H", "H", "H", "O", "H", "C", "C", "O", "C", "C", "C", "H", "H", "H"], "coordinates": [[4.33130, 2.69707, 1.89454], [-5.19799, 2.10853, 1.68707], [1.16022, -2.75134, -4.57516], [2.07080, 1.59151, 1.85384], [-1.10394, -2.13857, -7.06472], [-3.13224, 1.15527, -1.79153], [0.48690, -2.11564, -3.51809], [-1.89596, 0.80506, 0.79206], [0.58232, -2.76929, -5.85595], [-0.74010, -1.49013, -3.73406], [0.80089, 0.60073, -3.41734], [0.08694, 0.79356, -0.25268], [0.93777, 1.65943, 4.10118], [0.19225, 2.64958, -3.63929], [-1.50713, -0.88212, -2.56361], [-4.94077, -1.48359, 0.94399], [0.00237, -1.33923, 1.18087], [-0.65317, -2.13326, -6.07539], [-2.27073, -1.01031, -5.13368], [-4.24161, 1.67903, 2.02179], [2.59809, 2.15769, 2.92468], [-0.52351, 3.36388, -3.26397], [0.95349, -2.09205, -2.52512], [-6.07365, -0.11121, 0.98506], [-5.47810, -0.79773, 2.50101], [-3.40809, 2.31740, 1.71248], [1.17983, 3.04608, -3.41471], [1.39581, -1.94824, 3.43651], [-2.76842, -1.03302, 0.54825], [-2.54615, 2.28742, -3.00795], [-0.20534, -1.01599, 2.07485], [2.67404, 1.59047, 0.92897], [1.10521, -3.27678, -6.66776], [2.20189, -0.34758, -1.00841], [2.66561, -1.58905, 2.22887], [0.90611, -2.46985, 1.36863], [-2.25605, 1.73811, -2.08861], [0.03181, 1.29069, -3.06452], [-1.02254, 0.86368, -2.31020], [0.29530, -3.36601, 1.51745], [-2.52737, -0.63419, -2.95101], [0.34371, 3.24901, -0.36727], [-4.05084, 0.34724, 1.42565], [4.53786, 2.50625, 3.66092], [1.61244, 3.30268, 4.40134], [3.72653, 3.94694, 3.02348], [1.85253, 2.25111, 4.18224], [-4.27617, 1.61532, 3.12242], [1.41250, -2.54008, 0.40461], [2.12087, -3.24364, -4.36930], [0.91319, 1.07404, 1.82497], [-2.09497, 2.53078, -1.32587], [1.88498, -2.30288, 2.51533], [-2.87261, 0.00591, 0.90736], [-1.59930, -1.73318, -1.57832], [-5.19719, -0.56163, 1.46734], [3.87037, 2.86869, 2.87187], [-1.30793, -1.51064, -5.00224], [2.35707, -3.26525, 2.74963], [0.12234, 2.66526, -4.73051], [2.48265, 1.87753, 5.00121]], "forces_ev_per_angstrom": [[-0.038, 0.086, 0.223], [0.356, -0.173, -0.029], [-0.524, 0.204, 0.215], [-1.234, -0.330, -0.318], [0.068, -0.023, 0.143], [0.242, -0.135, 0.050], [0.626, -0.303, -0.326], [-1.266, -0.814, 0.497], [-0.138, 0.226, 0.270], [0.422, 0.341, 0.076], [-0.219, -0.173, 0.479], [-0.147, -1.693, 0.568], [0.219, 0.185, 0.036], [0.217, 0.579, -0.031], [-0.692, -0.660, -0.052], [-0.037, 0.072, 0.054], [0.193, -0.150, 0.865], [0.394, -0.209, 0.536], [0.218, -0.180, -0.127], [-0.043, -0.020, -0.083], [-0.082, 0.211, 0.362], [-0.244, 0.159, 0.197], [-0.419, -0.056, -0.467], [0.321, 0.019, -0.010], [0.175, 0.064, -0.138], [-0.268, -0.124, 0.118], [0.181, 0.019, 0.102], [0.044, -0.084, -0.242], [-0.039, 0.298, -0.135], [0.217, -0.333, 0.314], [0.047, 0.006, -0.448], [0.056, 0.080, 0.462], [-0.211, 0.168, 0.128], [0.155, 0.332, 0.212], [-0.092, -0.075, 0.189], [-0.513, 0.040, -0.555], [0.145, 1.015, 0.017], [-1.053, -0.092, -0.143], [-0.412, -1.100, -2.533], [-0.012, 0.112, -0.072], [0.278, 0.669, -0.150], [0.274, 0.404, 0.204], [0.047, 0.548, 0.261], [-0.100, -0.035, -0.160], [-0.018, -0.303, -0.166], [-0.095, -0.254, -0.108], [0.148, 0.042, -0.013], [0.094, -0.089, -0.379], [0.044, -0.185, 0.217], [-0.447, 0.244, -0.249], [1.713, 0.781, 0.557], [-0.106, -0.451, -0.337], [0.124, 0.318, -0.089], [0.662, 0.198, -0.409], [0.548, 0.999, 1.246], [0.211, -0.131, 0.022], [0.080, -0.096, -0.133], [0.255, 0.035, -0.317], [-0.084, 0.202, -0.122], [-0.056, -0.386, -0.057], [-0.185, -0.001, -0.224]]}

---

Entry 3:
{"formula": "C19H33Cl2N2O3PrS", "method": "ωB97M-V with the def2-TZVPD basis set", "total_energy_ev": -79310.076, "s2": 2.00, "spin_multiplicity": 3, "relative_energy_kcal_mol": 46.6, "lumo_energy_ev": [-0.319, -0.340], "symbols": ["H", "Cl", "H", "H", "C", "C", "H", "H", "H", "C", "H", "C", "H", "H", "Cl", "H", "C", "H", "H", "C", "C", "H", "C", "H", "C", "C", "S", "C", "C", "H", "H", "H", "O", "H", "H", "C", "H", "C", "H", "H", "H", "C", "H", "H", "N", "C", "Pr", "H", "H", "H", "H", "C", "C", "H", "N", "C", "O", "O", "H", "H", "H"], "coordinates": [[-2.08857, 3.22223, -0.05600], [1.41369, 1.90383, 0.80262], [-1.76780, -5.37205, 3.06536], [-2.20944, 1.18605, -2.34233], [-1.24200, -5.59740, 0.27209], [-0.72201, 1.87824, -3.79439], [5.61114, 0.42588, 1.01451], [-4.61511, 0.26888, 3.09178], [1.12448, 2.69487, -2.97488], [0.51137, 2.58511, -3.87693], [-0.02518, 0.32715, 5.41939], [-0.10088, -0.49997, 4.69564], [-2.28518, -5.79148, -0.02353], [-1.10199, -0.52252, 4.24045], [-1.46657, -1.99437, -1.54067], [-3.13352, 2.28735, -1.11359], [-2.97767, 2.57342, -0.06460], [3.00297, -0.16874, -2.17132], [-0.65064, -5.31404, -0.61099], [-0.42823, -3.43718, 0.97325], [0.91493, 3.17981, -5.07119], [4.15392, -1.22173, 1.10123], [3.56411, -0.84688, 0.24929], [4.32883, 1.06181, -2.29758], [5.12444, 1.00508, 0.21911], [-1.02473, 2.25482, -6.18710], [1.12322, -0.33207, 3.38523], [0.13800, 3.04027, -6.23058], [3.52185, 0.66148, -1.66511], [0.25349, -3.56135, 0.11170], [-3.86912, 3.14835, 0.22989], [1.86096, 3.73740, -5.11134], [-0.48294, -2.31612, 1.57634], [-1.57111, 2.08587, -7.12078], [-2.34930, 1.04481, -4.97866], [-3.91590, 1.08794, 2.88865], [-0.82480, -6.51226, 0.72307], [-1.15156, 1.34271, -2.51321], [3.03851, 0.72300, 4.33641], [-4.51109, 1.97125, 2.63355], [-3.42297, 1.30646, 3.84370], [2.03195, 1.07315, 4.06415], [-2.44311, -0.26070, 1.98275], [-3.10007, -4.75307, 2.09404], [-1.19198, -4.48787, 1.22564], [-1.44402, 1.65562, -4.99437], [0.28118, -0.45789, 0.00404], [0.11997, -1.45971, 5.18554], [0.47473, 3.53031, -7.14934], [1.53038, 1.48551, 4.95119], [2.09344, 1.82693, 3.26691], [-2.71359, 1.35714, 0.65454], [-2.93728, 0.70218, 1.76544], [2.81537, 1.48143, -1.43357], [4.11468, 0.16051, -0.41897], [-2.06373, -4.55162, 2.39694], [-0.31623, 0.88243, -1.71183], [2.43801, -1.35618, -0.06125], [5.87066, 1.33233, -0.51614], [-1.98687, -3.59417, 2.91755], [4.67893, 1.91774, 0.64824]], "forces_ev_per_angstrom": [[-0.236, -0.040, 0.090], [0.259, -0.124, -0.288], [0.150, 0.208, -0.200], [-0.216, -0.129, 0.258], [0.302, -0.028, 0.133], [1.000, 0.695, -1.260], [-0.060, 0.264, -0.203], [-0.013, 0.012, -0.038], [-0.352, -0.017, -0.305], [-0.457, -0.057, 0.026], [-0.082, -0.432, -0.427], [-0.427, -0.746, 0.090], [0.390, 0.190, 0.056], [0.288, 0.012, 0.290], [0.589, 0.005, 0.105], [-0.109, 0.449, -0.097], [-0.506, 0.406, -0.250], [0.243, 0.438, 0.143], [-0.329, -0.217, 0.252], [-0.351, 1.869, 0.207], [0.017, -0.172, -0.013], [-0.360, 0.121, -0.137], [-1.029, 0.236, -0.613], [-0.260, -0.290, 0.200], [0.274, 0.009, 0.075], [0.397, -0.034, -0.150], [0.029, 0.314, 0.126], [-0.011, -0.223, 0.474], [-0.237, 0.187, 0.132], [-0.278, -0.123, 0.320], [-0.034, 0.269, 0.056], [-0.518, -0.222, 0.056], [0.489, -1.790, -0.788], [0.066, 0.044, 0.468], [0.247, 0.203, 0.032], [-0.073, 0.022, -0.069], [-0.145, 0.263, -0.153], [0.680, -1.402, -0.141], [-0.276, 0.326, 0.016], [0.103, -0.083, -0.071], [0.151, -0.025, -0.087], [0.590, 0.214, -0.331], [-0.106, 0.108, -0.132], [0.243, 0.267, -0.027], [-0.052, -0.359, 0.162], [0.032, 0.648, 0.484], [-2.629, 0.571, 1.336], [-0.412, 0.402, 0.123], [-0.282, -0.285, 0.272], [0.193, -0.171, -0.438], [0.061, -0.115, 0.397], [2.783, -1.964, -0.549], [-0.940, 0.300, 1.153], [0.220, -0.431, -0.106], [-0.126, -0.087, 0.100], [-0.081, 0.101, -0.087], [-0.502, 1.245, -0.871], [2.117, 0.168, 0.232], [-0.141, -0.313, 0.135], [-0.160, -0.223, -0.052], [-0.126, -0.463, -0.120]]}